No. 1
DFT (ωB97M-V/def2-TZVPD) results for a structure of composition C37H37EuN10O4 at a distorted geometry.

Geometry as XYZ:
```
89
Properties=species:S:1:pos:R:3:forces:R:3:mulliken_spin:R:1
Eu 8.00686 11.90271 11.36725 -0.17 0.64 0.24 6.954
O 11.18599 12.09688 6.05812 0.95 -0.35 -0.18 0.000
O 9.88100 12.65435 10.16317 0.51 0.15 0.35 -0.010
O 10.36638 12.42297 12.81146 -0.15 0.70 -0.38 0.008
O 11.96235 12.12950 9.55393 -0.50 0.58 0.51 -0.001
N 13.26577 12.71828 5.61564 0.30 -0.20 0.06 0.000
N 6.53044 15.20350 8.01220 -0.46 -0.12 -0.93 0.000
N 6.87597 13.69251 13.12610 -1.07 -0.21 -0.46 0.006
N 13.23756 11.33624 5.67523 -0.47 -0.09 -0.06 0.000
N 6.31859 10.56506 13.22381 0.72 -0.15 -0.22 0.009
N 7.85975 15.35785 8.08113 0.00 -0.26 0.37 0.000
N 7.56103 9.05293 7.85763 -0.46 1.69 0.56 0.000
N 7.36787 13.82604 9.53480 0.70 -0.77 0.76 0.004
N 7.20739 10.59913 9.35280 -0.41 0.32 -0.56 0.011
N 6.33079 9.55879 7.57116 0.42 -0.33 -0.50 0.000
C 11.80136 7.30000 6.35409 -0.66 -0.07 -0.41 0.000
C 11.58747 14.46801 5.95130 -0.34 1.11 0.47 -0.002
C 6.51570 10.82863 14.66938 0.22 -0.08 -0.37 0.006
C 9.87238 9.88361 12.62104 -0.16 0.44 -0.07 0.051
C 6.14640 12.25685 15.05690 0.10 -0.56 -0.74 -0.009
C 10.79761 17.09737 6.54165 0.26 -1.18 -0.11 0.000
C 10.29013 14.73801 6.44303 0.79 0.07 -0.26 0.000
C 13.78542 11.96827 11.65969 0.45 0.38 -0.64 0.001
C 10.97145 8.18545 10.74515 0.25 0.26 -0.44 -0.003
C 8.14428 8.04123 7.03214 1.03 -0.54 0.26 -0.001
C 10.12880 9.52231 6.44294 -0.08 0.18 0.27 -0.002
C 14.23444 11.79022 14.35356 -0.01 0.06 0.32 0.000
C 11.47375 9.68241 6.14958 0.21 0.00 -0.06 0.005
C 6.29095 14.23428 8.85322 -1.02 0.76 0.28 -0.001
C 8.49265 16.33198 7.21923 1.13 0.92 0.09 0.000
C 12.01172 11.02014 5.92404 0.10 -0.32 0.26 -0.004
C 9.92727 7.74675 11.52887 0.01 0.28 0.49 0.003
C 8.08010 9.72650 8.90085 -0.17 -1.15 -0.57 0.013
C 12.92563 11.92312 13.87819 0.39 -0.36 -0.46 0.001
C 6.16599 10.49548 8.45029 0.28 -0.09 1.03 -0.003
C 12.66798 11.96898 12.48787 1.32 -0.59 0.38 0.000
C 15.08822 11.87177 12.13598 -0.23 -0.08 -0.21 0.000
C 9.63239 8.26808 6.72898 -1.17 -0.35 0.29 0.000
C 10.43586 7.15184 6.68647 1.25 0.49 -0.32 0.000
C 11.29060 11.82292 11.87945 0.41 0.49 0.33 -0.002
C 12.47623 15.52786 5.69531 -1.34 0.41 0.97 -0.001
C 11.09824 12.33112 10.40496 -0.29 -0.76 -0.79 -0.019
C 9.91332 16.03151 6.73344 -0.53 0.00 0.23 0.001
C 8.35117 14.54381 9.01694 1.54 0.36 -0.32 0.002
C 10.84850 10.37879 11.74319 -0.20 -0.57 0.98 -0.008
C 15.31108 11.73645 13.48564 0.14 0.32 -0.04 0.000
C 12.05841 16.84656 6.01081 0.38 -0.61 -0.41 0.000
C 12.32213 8.57073 6.08750 -0.48 -0.78 0.37 0.000
C 7.08064 13.34458 14.55557 -0.32 1.08 -0.05 0.014
C 11.40202 9.50568 10.82178 0.73 0.14 -0.56 0.011
C 9.37404 8.60830 12.47231 -0.26 -0.81 -0.29 -0.012
C 12.07271 13.10638 5.85997 -0.72 0.51 -0.20 0.003
H 13.47589 15.26349 5.40100 0.21 0.27 -0.26 0.000
H 14.47998 11.71227 15.41650 -0.55 0.11 -0.25 0.000
H 8.00445 7.09631 7.56331 0.15 -0.13 -0.31 0.000
H 5.27926 11.10289 8.49272 -0.05 0.01 0.02 -0.001
H 8.12439 13.04693 14.63247 0.11 -0.01 0.36 -0.005
H 7.44123 14.47132 12.81635 0.34 0.24 0.35 0.001
H 8.54934 8.23529 13.07499 0.23 0.15 0.19 -0.001
H 5.13615 12.44494 14.67649 -0.08 0.16 0.19 0.000
H 12.40572 6.40242 6.19108 -0.05 0.43 0.35 0.000
H 9.07018 9.49691 9.26586 0.03 0.16 0.22 -0.009
H 7.84135 16.43357 6.36376 -0.27 0.14 -0.12 0.000
H 5.91286 14.03814 12.97247 0.61 -0.42 0.20 0.001
H 6.46251 9.56310 13.00265 -0.52 0.89 0.25 0.000
H 9.97400 6.20767 6.89657 0.17 -0.53 0.02 0.000
H 9.57893 13.96141 6.66666 0.11 -0.44 -0.15 0.000
H 9.60587 6.72874 11.48310 -0.27 -0.44 -0.14 0.000
H 16.33011 11.67397 13.84120 -0.04 -0.15 0.22 0.000
H 12.13813 11.93182 14.60181 -0.49 -0.04 0.23 0.000
H 12.20814 9.86816 10.16559 -0.47 -0.22 0.32 0.000
H 12.73131 17.68514 5.84202 -0.03 -0.25 0.08 0.000
H 5.38610 10.87342 12.96047 0.02 -0.48 -0.04 0.002
H 13.64179 12.11341 10.59830 0.01 -0.29 0.10 0.000
H 13.37563 8.67252 5.87230 -0.03 0.21 -0.13 0.000
H 11.44627 7.51778 10.03467 -0.02 0.02 0.05 0.000
H 9.50614 10.50419 13.43388 0.04 -0.03 -0.12 -0.012
H 5.92801 10.13445 15.24594 -0.37 -0.24 0.41 0.000
H 5.27658 13.90347 9.03837 0.18 -0.08 -0.04 0.000
H 10.50710 18.07072 6.87146 -0.05 0.60 -0.07 0.000
H 6.87989 14.23442 15.19064 0.47 -0.40 -0.28 -0.001
H 15.92986 11.87600 11.44914 -0.21 0.06 -0.01 0.000
H 9.46329 10.37365 6.52159 0.16 0.13 -0.17 0.001
H 7.56843 8.02271 6.12890 -0.35 -0.05 -0.49 0.000
H 6.10451 12.30126 16.13832 -0.04 0.08 0.21 0.000
H 7.55715 10.61794 14.92828 0.06 0.10 -0.09 -0.003
H 10.81083 13.23464 13.11217 -0.35 -0.26 -0.08 0.001
H 8.55710 17.29394 7.75183 -0.35 -0.23 -0.20 0.000
H 9.44007 14.46601 9.22378 -1.25 -0.02 -0.04 0.000
```
Forces are in eV/Å.

Its spin multiplicity is 8. The expectation value of S² is 15.76. The value obtained for the molar mass is 837.73 g/mol. For the total energy, the calculation gives -2990.9206 a.u. Its total charge is +1.

No. 2
DFT (ωB97M-V/def2-TZVPD) results for an isolated molecule of C2H5N3S2 at a distorted geometry.

Geometry as XYZ:
```
12
Properties=species:S:1:pos:R:3:forces:R:3:nbo_charge:R:1
S -2.07153 -0.95808 -0.02833 -0.10 0.77 -0.03 -0.205
S 2.73447 0.35029 -0.02117 -0.63 -0.09 0.10 -0.255
N 0.80829 -1.50850 0.01783 1.64 0.82 0.28 -0.785
N -1.98483 1.67266 -0.02653 2.45 0.38 -0.02 -0.764
N 0.12772 0.69592 0.00330 -1.91 1.30 -0.24 -0.634
C 1.15042 -0.20190 0.00908 0.69 -1.75 -0.03 0.297
C -1.27895 0.52053 -0.01540 1.02 -0.95 0.05 0.298
H 0.52359 1.63760 -0.04856 -0.49 -0.27 0.00 0.425
H -1.48943 2.48765 0.31664 -0.37 0.06 -0.17 0.387
H -2.92782 1.58678 0.20468 -1.59 -0.10 0.28 0.414
H -0.14782 -1.78059 0.10676 -0.67 -0.20 0.06 0.409
H 1.54736 -2.13906 0.28831 -0.04 0.03 -0.28 0.412
```
Forces are in eV/Å.

The relative energy (zero: lowest compared OMol25 entry of this formula, charge and spin) is 0.000 eV. The value obtained for the molar mass is 135.22 g/mol. For the total energy, the calculation gives -1039.8834 a.u. Its total charge is 0. The SMILES is NC(=S)NC(N)=S.

No. 3
DFT (ωB97M-V/def2-TZVPD) results for a cluster of 11 separate species, H22O11 in total at a distorted geometry.

Geometry as XYZ:
```
33
Properties=species:S:1:pos:R:3:forces:R:3:nbo_charge:R:1
O 3.13699 -1.77122 2.90954 -1.04 -0.85 1.32 -0.937
O -2.51496 -1.72612 -2.22298 2.38 2.64 -1.55 -0.940
O -0.44221 1.10675 -2.31581 -1.65 0.12 -1.30 -0.907
O 1.31164 -2.76717 0.11843 -0.51 0.49 -0.92 -0.937
O 1.18017 3.27105 -0.81917 -0.85 -0.14 -0.98 -0.934
O -1.76837 -2.26581 1.28733 -3.72 0.69 -0.01 -0.971
O 3.80794 0.71998 -0.90345 1.93 3.38 0.55 -0.952
O 2.36259 -0.78287 -1.96050 0.51 -2.86 0.62 -0.957
O -2.61927 4.96494 1.48263 1.59 -1.25 -2.35 -0.931
O -4.63617 -2.14930 0.02302 -3.83 -0.31 -0.11 -0.934
O -0.29672 1.50412 0.82809 1.73 1.03 4.60 -0.947
H 1.78582 -0.03761 -1.97671 -0.08 0.84 0.44 0.469
H 0.09116 0.70746 1.20855 -0.22 0.02 -0.38 0.486
H 4.28496 0.06154 -1.39118 0.21 -0.51 -0.61 0.475
H 3.67679 -1.18321 2.43251 1.10 1.11 -1.24 0.470
H 4.32066 1.56690 -1.12447 -1.17 -1.71 0.69 0.474
H 1.41415 3.56175 0.04607 0.47 0.23 1.02 0.463
H 3.08471 -1.35108 3.77900 -0.10 -0.27 -0.12 0.467
H -2.60292 -2.45104 1.84471 2.44 0.15 -1.07 0.486
H 2.65466 -1.01269 -1.02555 -1.35 0.78 -1.82 0.490
H -0.63849 1.34125 0.02064 -1.88 -1.24 -3.94 0.459
H -2.94043 -2.22643 -1.56828 -0.65 -0.82 1.75 0.485
H 0.22958 3.09073 -0.71377 0.58 0.12 -0.27 0.470
H -3.85978 -1.69981 0.15843 3.27 1.60 0.54 0.460
H -1.85382 -1.06551 -1.83886 -1.83 -2.07 -0.12 0.453
H -1.64267 4.90073 1.50662 -0.89 0.03 -0.01 0.469
H 0.93363 -3.36251 -0.53437 -0.18 0.37 -0.64 0.473
H -2.85911 5.36705 2.27042 -0.71 1.21 2.36 0.462
H 0.11533 0.84142 -1.63105 1.91 -0.33 1.78 0.451
H -5.29913 -1.41799 0.13576 0.66 -1.23 -0.30 0.475
H -0.93131 0.29015 -2.47748 -0.08 0.36 -0.60 0.460
H 1.51890 -3.39563 0.77674 0.76 -0.78 1.69 0.465
H -1.00432 -2.62983 1.67515 1.20 -0.79 0.97 0.485
```
Forces are in eV/Å.

The relative energy (zero: lowest compared OMol25 entry of this formula, charge and spin) is 3.864 eV. The value obtained for the molar mass is 198.16 g/mol. For the total energy, the calculation gives -840.7381 a.u. Its total charge is 0. The SMILES is O.O.O.O.O.O.O.O.O.O.O.